# 1
{"formula": "C18H25FN2O2P", "method": "ωB97M-V with the def2-TZVPD basis set", "multiplicity": 1, "largest_force_ev_per_a": 2.3, "total_charge": -1, "orbital_gap_ev": 7.0589, "lumo_energy_ev": 2.38, "symbols": ["C", "C", "C", "C", "C", "C", "C", "C", "C", "O", "P", "F", "O", "C", "H", "H", "H", "H", "H", "H", "H", "H", "H", "H", "H", "H", "H", "H", "H", "N", "C", "C", "C", "C", "H", "H", "H", "H", "H", "N", "C", "C", "C", "C", "H", "H", "H", "H", "H"], "positions_angstrom": [[-0.135039, 0.206803, 1.220793], [0.221049, -0.779651, 0.126378], [-0.587437, -1.828001, -0.195543], [-0.256320, -2.684361, -1.204698], [0.891517, -2.488034, -1.915685], [1.699750, -1.432280, -1.598633], [2.952256, -1.176741, -2.415382], [2.726108, -0.708625, -3.897917], [1.265838, -0.364386, -4.339191], [1.210184, 0.948578, -4.823499], [2.462854, 1.827318, -3.987131], [3.095355, 2.381282, -5.455426], [3.501438, 0.450125, -4.075315], [1.377916, -0.578250, -0.578252], [-1.139156, 0.561940, 0.982515], [-0.074539, -0.269098, 2.197600], [0.527144, 1.063682, 1.144928], [-1.507035, -1.980621, 0.359962], [-0.867296, -3.534159, -1.479240], [1.147755, -3.155833, -2.726178], [3.576832, -2.073607, -2.357772], [3.520937, -0.391851, -1.925638], [3.005060, -1.564293, -4.521177], [0.986041, -1.131318, -5.075272], [0.477328, -0.456416, -3.579423], [1.846291, 1.410313, -2.735996], [1.601159, 2.990274, -4.021744], [3.397443, 2.573112, -3.186224], [2.034484, 0.249576, -0.356171], [-2.916776, 3.004102, -0.271719], [-3.985071, 2.517843, 0.429028], [-4.513074, 3.547883, 1.161471], [-3.732026, 4.703268, 0.886915], [-2.757291, 4.333705, -0.001907], [-2.336052, 2.465624, -0.890776], [-4.275837, 1.484338, 0.347163], [-5.363618, 3.481463, 1.819634], [-3.870208, 5.690862, 1.294775], [-1.966385, 4.899811, -0.463389], [0.484391, -2.632412, 4.839256], [-0.861305, -2.697920, 4.609035], [-1.505045, -2.379192, 5.774389], [-0.504792, -2.106458, 6.747380], [0.711088, -2.269003, 6.138307], [1.196196, -2.821368, 4.157479], [-1.241908, -2.964811, 3.637670], [-2.572464, -2.343243, 5.914493], [-0.661040, -1.822120, 7.774703], [1.713302, -2.157850, 6.515421]], "atomic_forces_ev_per_a": [[-0.2, -0.4, -0.9], [0.3, 1.4, 1.1], [-1.4, -0.4, 0.7], [-0.4, -1.1, -0.6], [0.0, -0.5, -0.3], [1.9, 0.4, -1.2], [-0.6, -0.1, 0.4], [-0.1, 0.1, 1.0], [-0.8, -0.1, 0.0], [0.8, -0.9, -0.2], [-0.9, 1.9, 0.1], [0.2, -0.1, 0.3], [-0.5, -0.7, -0.5], [0.2, 0.0, 0.0], [-0.1, 0.1, 0.6], [-0.2, 0.2, 0.2], [0.1, 0.1, 0.3], [-0.1, 0.0, 0.0], [-0.3, 0.0, 0.2], [0.1, 0.0, -0.1], [0.0, -0.1, -0.3], [0.0, 0.2, -0.1], [0.7, 0.4, -0.3], [-0.1, 0.4, -0.4], [0.4, -0.2, 0.4], [0.1, -0.3, 0.0], [0.0, -0.2, 0.0], [0.5, -0.3, -0.5], [0.0, 0.1, 0.0], [0.0, 0.0, 0.0], [0.1, -0.1, 0.0], [0.0, 0.0, 0.0], [0.0, 0.0, 0.0], [0.1, 0.0, 0.0], [0.0, 0.0, 0.0], [0.0, 0.0, 0.0], [0.0, 0.0, 0.0], [0.0, 0.0, 0.0], [0.0, 0.0, 0.0], [0.0, 0.0, 0.0], [0.0, -0.1, -0.1], [0.0, 0.0, 0.0], [0.0, 0.0, 0.0], [0.0, 0.0, 0.0], [0.0, 0.0, 0.0], [0.0, 0.0, 0.0], [0.0, 0.0, 0.0], [0.0, 0.0, 0.0], [0.0, 0.0, 0.0]]}

# 2
{"formula": "C18H25FN2O6S", "method": "ωB97M-V with the def2-TZVPD basis set", "multiplicity": 1, "smiles": "CC(=O)N(C)[C@]1(CCF)OS(=O)(=O)O[C@]1(Cc1cccc(C)c1)N(C)C(C)=O", "largest_force_ev_per_a": 1.3, "total_charge": 0, "orbital_gap_ev": 9.5062, "lumo_energy_ev": 0.60, "symbols": ["C", "C", "O", "N", "C", "C", "C", "C", "F", "O", "S", "O", "O", "O", "C", "C", "C", "C", "C", "C", "C", "C", "C", "N", "C", "C", "C", "O", "H", "H", "H", "H", "H", "H", "H", "H", "H", "H", "H", "H", "H", "H", "H", "H", "H", "H", "H", "H", "H", "H", "H", "H", "H"], "positions_angstrom": [[4.196009, -0.762409, -0.541252], [3.198853, 0.310843, -0.243274], [3.267840, 1.381996, -0.772944], [2.223321, -0.021286, 0.747860], [2.697788, 0.140996, 2.124083], [0.878921, 0.433127, 0.458268], [0.630815, 1.913555, 0.220064], [1.385481, 2.882508, 1.106457], [1.310009, 4.136568, 0.536209], [0.092543, 0.107046, 1.649482], [-0.321644, -1.413391, 1.691090], [-1.639913, -1.506038, 2.190176], [0.659249, -2.248987, 2.293952], [-0.213443, -1.637336, 0.113667], [0.164503, -0.448044, -0.614332], [-1.103750, 0.120937, -1.290432], [-2.386019, 0.110583, -0.497179], [-3.152934, -1.064345, -0.490380], [-4.337286, -1.134260, 0.233866], [-4.789017, -0.042120, 0.965798], [-4.061728, 1.150499, 0.948798], [-4.508662, 2.358838, 1.728801], [-2.872101, 1.208544, 0.208929], [1.117849, -0.950941, -1.614767], [1.337582, -0.074984, -2.770673], [0.797631, -2.300220, -2.036535], [1.645556, -3.410658, -1.510754], [-0.086371, -2.516755, -2.805695], [5.029895, -0.604378, 0.145793], [4.576686, -0.653181, -1.547509], [3.803414, -1.742581, -0.324780], [3.784711, 0.148706, 2.100521], [2.406248, -0.687186, 2.757491], [2.387089, 1.066399, 2.602453], [-0.420692, 2.151569, 0.280079], [0.941297, 2.132586, -0.800320], [2.414843, 2.604204, 1.283210], [0.889124, 2.946919, 2.077406], [-0.918223, 1.095212, -1.728491], [-1.278393, -0.543081, -2.132289], [-2.788436, -1.912758, -1.050204], [-4.898844, -2.055877, 0.240578], [-5.697271, -0.111360, 1.544984], [-5.588336, 2.445437, 1.739002], [-4.132507, 2.295686, 2.747275], [-4.051192, 3.244395, 1.298334], [-2.346373, 2.154030, 0.201860], [1.304610, 0.971128, -2.499543], [0.612077, -0.260101, -3.562432], [2.317805, -0.291477, -3.186600], [2.651571, -3.091727, -1.282874], [1.701842, -4.166356, -2.287655], [1.167972, -3.860475, -0.645572]], "atomic_forces_ev_per_a": [[0.3, 0.1, 0.7], [0.2, -0.7, 0.1], [-0.3, 0.7, -0.5], [-0.4, 0.2, -0.5], [0.5, -0.2, 0.2], [-0.8, 0.3, 1.0], [0.8, 0.4, -0.4], [-0.6, -0.4, 0.7], [0.1, 0.2, -0.2], [0.1, 0.3, 0.0], [0.2, -0.7, 0.2], [-0.3, 0.2, -0.3], [0.3, 0.2, -0.1], [-0.2, 0.1, 0.3], [0.1, -0.6, -0.8], [-0.3, -0.1, 0.0], [-0.5, -0.2, 0.4], [0.1, 0.5, 0.2], [0.2, 0.1, 0.0], [0.5, 0.2, -0.3], [0.2, -0.3, -0.2], [0.5, -0.3, -0.2], [-0.4, -0.2, 0.2], [0.3, 0.6, 0.5], [-0.2, -0.3, -0.4], [0.3, -0.2, 0.3], [0.2, -0.2, -0.3], [-0.7, 0.1, -0.7], [0.2, 0.0, 0.0], [0.0, 0.0, -0.2], [-0.1, -0.2, -0.1], [0.1, 0.0, 0.0], [-0.2, -0.2, 0.0], [-0.1, 0.1, -0.1], [-0.2, -0.2, 0.1], [0.1, 0.0, 0.0], [0.3, 0.2, -0.4], [0.0, 0.0, 0.1], [0.2, 0.2, 0.1], [0.1, -0.1, -0.1], [-0.1, -0.2, 0.0], [-0.1, -0.1, 0.0], [-0.1, 0.0, 0.0], [-0.1, 0.1, 0.1], [-0.1, 0.0, 0.2], [-0.2, 0.3, -0.1], [0.1, 0.0, -0.1], [0.1, 0.1, 0.1], [-0.2, 0.1, 0.0], [0.2, 0.1, 0.0], [0.1, 0.1, 0.3], [-0.1, -0.2, -0.1], [0.0, 0.1, 0.2]]}

# 3
{"formula": "C18H25IrN8O2S", "method": "ωB97M-V with the def2-TZVPD basis set", "e_above_lowest_kcal_mol": 52.3, "multiplicity": 1, "largest_force_ev_per_a": 2.6, "total_charge": 2, "orbital_gap_ev": [5.1809, 5.2902], "lumo_energy_ev": [-8.09, -8.04], "symbols": ["Ir", "C", "N", "C", "C", "N", "N", "C", "N", "N", "H", "H", "H", "H", "H", "H", "H", "H", "H", "H", "H", "O", "C", "O", "C", "C", "C", "C", "C", "C", "C", "C", "C", "N", "H", "H", "H", "H", "H", "H", "S", "C", "N", "C", "C", "C", "N", "H", "H", "H", "H", "H", "H", "H", "H"], "positions_angstrom": [[-0.866406, -0.363003, -0.008145], [-0.876984, 2.900057, 3.512904], [-1.483268, 3.261087, 2.233058], [-2.034324, 4.610113, 2.085612], [-1.490172, 2.379872, 1.228900], [-0.882310, 1.218291, 1.283525], [-2.123795, 2.787700, 0.070754], [-2.608824, 1.960126, -0.910559], [-3.398287, 2.541549, -1.826117], [-2.302228, 0.704061, -0.928608], [-1.258807, 3.572042, 4.274956], [0.210735, 2.988500, 3.476222], [-1.157129, 1.887963, 3.802243], [-1.804175, 5.172173, 2.984332], [-3.119277, 4.587152, 1.970233], [-1.567785, 5.145479, 1.255655], [-0.420903, 1.050684, 2.168992], [-2.400893, 3.755112, 0.024240], [-3.789064, 3.459282, -1.696483], [-3.716512, 2.017633, -2.623941], [-2.778501, 0.187240, -1.657829], [0.959833, -3.932905, -0.131587], [0.273965, -2.963961, -0.359820], [-0.283795, -2.227349, 0.557380], [0.014932, -2.487367, -1.750036], [0.120023, -3.327410, -2.857257], [-0.160622, -2.801688, -4.086179], [-0.411381, -1.417295, -4.209780], [-0.575300, -0.802419, -5.474973], [-0.684246, 0.553173, -5.578789], [-0.607893, 1.353922, -4.419908], [-0.489721, 0.790711, -3.178764], [-0.428566, -0.613491, -3.045209], [-0.313406, -1.204889, -1.805906], [0.394086, -4.360269, -2.700535], [-0.156247, -3.422227, -4.972737], [-0.580861, -1.427213, -6.358013], [-0.790856, 1.019811, -6.548047], [-0.615758, 2.431397, -4.517102], [-0.376364, 1.406150, -2.298859], [-0.078404, -1.057522, 3.160790], [1.553375, -1.675726, 3.046860], [1.764129, -2.841252, 2.481867], [3.096698, -3.435689, 2.339119], [4.148581, -2.341441, 2.360569], [3.941277, -1.448797, 3.572018], [2.548654, -0.982548, 3.583618], [0.995153, -3.274053, 1.981321], [3.099378, -3.992684, 1.404729], [3.245987, -4.140762, 3.159352], [4.082135, -1.743863, 1.448883], [5.142509, -2.783082, 2.392977], [4.580235, -0.568794, 3.528160], [4.153758, -1.978890, 4.502393], [2.307624, -0.124687, 4.053519]], "atomic_forces_ev_per_a": [[0.8, -0.8, 2.3], [0.1, -0.1, 0.1], [0.0, -0.2, -0.3], [0.0, 0.0, 0.0], [0.1, 0.5, 0.2], [-0.5, -0.1, -1.0], [-0.2, 0.0, -0.1], [-0.1, 0.4, 0.4], [0.1, -0.1, 0.0], [-0.1, -0.6, -0.2], [0.0, 0.0, 0.0], [0.0, 0.0, 0.0], [0.0, 0.0, 0.0], [0.0, 0.0, 0.0], [0.0, 0.0, 0.0], [0.0, 0.0, 0.0], [0.5, -0.4, 0.0], [0.0, 0.0, 0.0], [0.0, 0.0, 0.0], [0.0, 0.0, 0.0], [0.1, 0.0, 0.0], [-0.4, 0.3, 0.0], [0.5, -1.1, -0.6], [-0.9, 1.3, -0.6], [0.1, -0.1, 0.1], [0.0, 0.1, 0.0], [0.0, 0.1, 0.0], [0.0, 0.0, 0.0], [0.0, 0.1, 0.0], [0.0, 0.0, 0.0], [0.0, 0.0, 0.0], [0.0, 0.0, -0.1], [0.1, 0.3, -0.1], [-0.1, 0.3, -0.2], [0.0, 0.0, 0.0], [0.0, 0.0, 0.0], [0.0, 0.0, 0.0], [0.0, 0.0, 0.0], [0.0, 0.0, 0.0], [0.1, 0.0, -0.1], [0.3, 0.4, -0.1], [-1.1, 0.5, 0.3], [0.3, -0.3, -0.3], [-0.1, 0.0, 0.1], [0.1, 0.0, 0.0], [-0.1, 0.1, 0.0], [0.4, -0.1, 0.0], [0.1, 0.1, 0.3], [0.1, 0.0, 0.0], [0.1, 0.0, 0.0], [0.0, 0.0, 0.0], [0.0, 0.0, 0.0], [0.0, 0.0, 0.0], [0.0, 0.0, 0.0], [0.0, -0.1, 0.0]]}

no.,E_tot (Eh),molar mass (g mol⁻¹)
1,-1402.11886,351.38
2,-1759.87374,416.47
3,-1791.48802,609.74